Molecular formula: C3H7N2S
Method: DFT, ωB97M-V with the def2-TZVPD basis set

ORCA input file:
```
! RIJCOSX wB97M-V def2-TZVPD def2/J DEFGRID3
* xyz 1 1
C -0.7721 0.1687 -0.2454
C 0.8027 1.2675 0.5996
C 0.7706 -0.0567 -0.3740
N -0.6761 1.3036 0.3691
N 1.3657 -1.1830 0.1691
S -3.0848 -1.2130 -1.4537
H 0.9001 1.1040 1.6388
H 1.3532 2.0696 0.1482
H 1.1970 0.1141 -1.4386
H -1.2737 2.0496 0.6836
H -2.7035 -2.2698 -0.7227
H 0.9739 -1.4114 1.1039
H 1.1471 -1.9432 -0.4779
*
```

Values from the calculation:
orbital gap (spin up / spin down) = 6.3 / 6.3 eV
calculated total energy = -17027.55112 eV
energy relative to the best compared isomer or geometry (same formula, charge and spin) = 580.8 kJ/mol

Charges in e, computed with Löwdin, in the same order as the atoms:
1. C 0.053
2. C 0.004
3. C -0.328
4. N 0.086
5. N 0.061
6. S 0.550
7. H 0.118
8. H 0.124
9. H 0.190
10. H 0.169
11. H -0.256
12. H 0.120
13. H 0.107


Molecular formula: C3H7N2S
Method: DFT, ωB97M-V with the def2-TZVPD basis set

ORCA input file:
```
! RIJCOSX wB97M-V def2-TZVPD def2/J DEFGRID3
* xyz 1 1
C 0.8157 0.0549 0.2856
C -0.0336 -0.8006 -1.2440
C -0.5983 0.3989 -0.2200
N 1.1957 -0.8280 -0.5106
N -1.8418 0.1431 0.3401
S 1.9896 0.5775 2.0927
H -0.6773 -1.6511 -0.8341
H -0.0526 -0.6582 -2.3602
H -0.4130 1.3969 -0.7624
H 2.1923 -1.0216 -0.5842
H 1.6351 1.9028 2.1374
H -1.7855 -0.4858 1.1948
H -2.4263 0.9712 0.4649
*
```

Values from the calculation:
orbital gap = 9.2 eV
calculated total energy = -17029.63731 eV
energy relative to the best compared isomer or geometry (same formula, charge and spin) = 379.5 kJ/mol

Charges in e, computed with Löwdin, in the same order as the atoms:
1. C -0.281
2. C -0.039
3. C -0.291
4. N 0.105
5. N 0.080
6. S 0.643
7. H 0.152
8. H 0.153
9. H 0.191
10. H 0.191
11. H -0.162
12. H 0.147
13. H 0.112


Number 1: molar mass 103.170 g mol⁻¹, maximum force 2.99 eV Å⁻¹. Number 2: molar mass 103.170 g mol⁻¹, maximum force 7.43 eV Å⁻¹.